No. 1
This record from OMol25 describes an isolated molecule of C3H5NO at a distorted geometry. The level of theory is ωB97M-V with the def2-TZVPD basis set.

Geometry (Å):
N 1.468 -0.574 0.373
H -2.435 0.238 0.338
H 2.443 -0.535 0.601
H 1.051 -1.494 0.224
C -0.457 0.274 -0.492
C -1.346 0.628 0.392
O 1.494 1.666 -0.194
C 0.971 0.568 -0.160
H -0.969 1.401 1.103
H -0.574 -0.503 -1.160

Properties
Energy above the lowest of the compared OMol25 structures with the same formula, charge and spin ... 19.3 kcal/mol
SMILES ... C=CC(N)=O
Highest occupied orbital energy ... -9.83 eV
HOMO-LUMO gap ... 10.722 eV
2S+1 ... 1
E ... -6728.737 eV

Charges computed using Mulliken, reported in e: -0.379 0.230 0.237 0.231 -0.412 -0.537 -0.588 0.550 0.240 0.428

=====

No. 2
This record from OMol25 describes a cluster of 3 separate species, C4H7NO in total. The level of theory is ωB97M-V with the def2-TZVPD basis set.

Geometry (Å):
H -0.923 2.073 -0.484
C -0.142 -0.673 -0.464
H -2.243 -0.006 -0.592
C 0.596 0.499 -0.274
N 1.910 0.611 -0.055
H -1.729 -0.427 1.058
H -0.494 1.744 1.219
O 2.526 -0.473 -0.317
C -1.395 -0.023 0.099
H 0.848 -1.658 0.477
H -0.052 -1.474 -1.190
C -0.581 1.309 0.220
H 1.677 -1.504 0.302

Properties
Energy above the lowest of the compared OMol25 structures with the same formula, charge and spin ... 148.1 kcal/mol
Highest occupied orbital energy ... -8.90 eV
HOMO-LUMO gap ... 8.540 eV
2S+1 ... 1
E ... -7793.224 eV

Charges computed using Mulliken, reported in e: 0.203 -0.703 0.248 0.656 -0.413 0.247 0.286 -0.382 -0.411 0.088 0.490 -0.412 0.103

=====

No. 3
This record from OMol25 describes a structure of composition C19H15ClIN6O4SeSn. The level of theory is ωB97M-V with the def2-TZVPD basis set.

Geometry (Å):
C -3.778 2.479 -0.793
C 3.393 -1.309 3.068
N -0.852 1.972 -0.755
C 1.200 -0.402 4.560
H 3.074 -0.052 -4.669
H 4.428 -1.359 4.962
C -5.208 0.877 -2.576
H 0.551 0.744 -5.256
H -5.777 0.266 -3.265
C 2.435 -0.684 5.193
Cl 2.597 -0.460 6.903
N 0.050 0.385 -2.376
O -0.886 1.068 0.288
H -1.988 0.223 2.516
C -1.102 0.060 3.115
O 2.066 -1.177 1.084
Sn 0.147 -0.909 0.201
C 0.050 0.094 5.208
N -1.760 1.553 -1.724
H 3.312 -1.426 -0.303
N -0.043 -0.406 2.487
C 2.047 -0.670 -2.897
N 2.159 -0.912 -1.649
O 3.388 -1.349 -1.277
C 1.109 -0.621 3.172
H 0.087 0.289 6.271
Se -1.457 3.608 -0.068
C 3.147 -0.819 -3.899
C 0.723 -0.135 -3.323
H -0.773 -0.338 -4.839
C 0.302 -0.195 -4.756
C -3.852 0.825 -2.636
H 0.813 -1.002 -5.275
H -1.982 0.716 4.965
C 2.222 -1.053 2.391
H 4.109 -0.743 -3.399
I 5.054 -1.950 1.994
C -1.092 0.331 4.490
O -1.178 0.899 -2.814
C 3.495 -1.134 4.463
H -6.992 1.700 -1.636
C -5.912 1.695 -1.636
H -5.703 3.126 -0.069
N -3.170 3.402 -0.097
H 3.102 -1.796 -4.386
C -5.220 2.465 -0.776
H -3.355 0.190 -3.350
C -3.083 1.592 -1.717

Properties
Energy above the lowest of the compared OMol25 structures with the same formula, charge and spin ... 45.9 kcal/mol
Highest occupied orbital energy ... -10.28 eV
HOMO-LUMO gap ... 5.073 eV
2S+1 ... 1
E ... -128865.040 eV
Charge ... +1

Charges computed using Mulliken, reported in e: 0.332 -0.206 -0.422 0.264 0.400 0.420 -0.388 0.332 0.420 0.365 -0.239 -0.153 -0.342 0.501 -0.149 -0.848 0.982 -0.547 0.314 0.403 -0.245 0.334 0.291 -0.412 0.120 0.445 0.376 -1.530 0.463 0.371 -1.376 -0.812 0.386 0.397 0.608 0.438 0.101 -0.926 -0.238 -0.532 0.409 -0.707 0.460 -0.610 0.337 -0.470 0.462 1.423

=====

> Look up the energy above the lowest of the compared OMol25 structures with the same formula, charge and spin of the second one.

148.1 kcal/mol